{
  "formula": "C22H29N2",
  "method": "wB97M-V/def2-TZVPD",
  "elements": ["C", "C", "C", "C", "C", "C", "C", "C", "N", "C", "C", "C", "C", "C", "C", "C", "N", "C", "C", "C", "C", "C", "C", "C", "H", "H", "H", "H", "H", "H", "H", "H", "H", "H", "H", "H", "H", "H", "H", "H", "H", "H", "H", "H", "H", "H", "H", "H", "H", "H", "H", "H", "H"],
  "xyz": [[-1.803, -3.730, 2.247], [-0.725, -3.938, 1.377], [-0.657, -3.238, 0.174], [-1.609, -2.260, -0.110], [-1.339, -1.310, -1.277], [-2.558, -0.931, -2.099], [-2.351, 0.511, -2.561], [-1.225, 1.128, -1.735], [-0.868, 0.046, -0.742], [0.387, 0.104, 0.012], [-0.038, 0.734, 1.340], [-0.259, 2.118, 1.240], [-0.820, 2.824, 2.306], [-1.200, 2.135, 3.459], [-0.966, 0.756, 3.571], [-0.364, 0.045, 2.516], [1.438, 0.866, -0.640], [2.072, 0.168, -1.787], [3.202, 0.953, -2.461], [4.252, 1.443, -1.462], [3.589, 2.122, -0.272], [2.489, 1.237, 0.314], [-2.748, -2.122, 0.700], [-2.841, -2.862, 1.882], [-1.861, -4.268, 3.200], [0.042, -4.674, 1.621], [0.129, -3.436, -0.558], [-0.541, -1.685, -1.940], [-2.648, -1.622, -2.951], [-3.483, -1.038, -1.519], [-2.125, 0.525, -3.634], [-3.246, 1.118, -2.402], [-0.336, 1.426, -2.280], [-1.566, 1.997, -1.154], [-1.626, 0.191, -0.061], [0.681, -0.951, 0.144], [0.084, 2.631, 0.332], [-0.907, 3.912, 2.215], [-1.657, 2.689, 4.294], [-1.210, 0.246, 4.515], [-0.151, -1.024, 2.632], [1.302, -0.097, -2.519], [2.519, -0.771, -1.396], [2.821, 1.814, -3.043], [3.697, 0.283, -3.178], [4.799, 0.561, -1.086], [4.984, 2.118, -1.945], [4.341, 2.307, 0.508], [3.194, 3.105, -0.569], [2.054, 1.767, 1.163], [2.947, 0.304, 0.711], [-3.555, -1.446, 0.412], [-3.740, -2.782, 2.495]],
  "charge": 1,
  "smiles": "c1ccc([C@H]2CCC[N@@H+]2[C@H](c2ccccc2)N2CCCCC2)cc1",
  "largest_force_ev_per_a": 2.615,
  "homo_ev": -12.211,
  "relative_energy_kcal_mol": 8.2
}

{
  "formula": "C2H5NO2",
  "method": "wB97M-V/def2-TZVPD",
  "elements": ["C", "C", "N", "O", "O", "H", "H", "H", "H", "H"],
  "xyz": [[-1.545, -0.824, -0.008], [1.305, -0.571, -0.048], [-1.549, 0.437, 0.006], [-2.144, -1.835, 0.102], [-2.799, 1.356, 0.040], [1.482, -1.625, -0.008], [1.359, -0.080, -0.997], [1.382, -0.005, 0.853], [-0.791, 1.052, -0.224], [-3.476, 0.906, 0.556]],
  "charge": 0,
  "largest_force_ev_per_a": 2.071,
  "homo_ev": [-9.020, -8.062],
  "relative_energy_kcal_mol": 138.1
}

{
  "formula": "C12H35AsFIN2OP",
  "method": "wB97M-V/def2-TZVPD",
  "elements": ["O", "P", "I", "As", "F", "H", "H", "H", "H", "H", "C", "C", "N", "C", "C", "C", "C", "H", "H", "H", "H", "H", "H", "H", "H", "H", "H", "H", "H", "H", "H", "H", "C", "C", "N", "C", "C", "C", "C", "H", "H", "H", "H", "H", "H", "H", "H", "H", "H", "H", "H", "H", "H", "H"],
  "xyz": [[-2.261, -9.797, -1.755], [-2.516, -9.984, -0.135], [-5.000, -10.302, -0.083], [-2.389, -7.654, 0.467], [-2.175, -5.845, 0.825], [-2.377, -8.863, -2.003], [-3.801, -7.584, 1.132], [-1.724, -8.027, 1.851], [-0.951, -7.672, -0.211], [-3.033, -7.294, -0.963], [0.066, 0.572, -0.594], [-1.171, -0.214, -0.186], [-1.542, -1.228, -1.154], [-2.866, -1.792, -0.920], [-3.077, -2.584, 0.371], [-0.502, -2.199, -1.479], [0.108, -3.015, -0.333], [-0.060, 0.999, -1.591], [0.236, 1.386, 0.113], [0.961, -0.051, -0.598], [-2.019, 0.473, -0.109], [-1.013, -0.618, 0.827], [-3.097, -2.436, -1.773], [-3.581, -0.963, -0.961], [-2.594, -3.559, 0.333], [-4.143, -2.772, 0.518], [-2.717, -2.044, 1.249], [0.302, -1.664, -1.993], [-0.927, -2.879, -2.221], [0.350, -2.381, 0.523], [1.039, -3.476, -0.671], [-0.545, -3.814, 0.013], [3.721, 7.431, 0.310], [2.496, 6.673, 0.795], [2.066, 5.638, -0.128], [0.744, 5.110, 0.166], [0.545, 4.359, 1.486], [3.077, 4.654, -0.492], [3.740, 3.858, 0.638], [3.555, 7.831, -0.691], [3.933, 8.262, 0.984], [4.610, 6.799, 0.283], [1.661, 7.373, 0.891], [2.694, 6.293, 1.810], [0.460, 4.455, -0.663], [0.049, 5.954, 0.138], [1.007, 3.372, 1.467], [-0.522, 4.215, 1.668], [0.951, 4.909, 2.336], [3.859, 5.170, -1.054], [2.610, 3.965, -1.200], [4.028, 4.505, 1.468], [4.646, 3.377, 0.267], [3.092, 3.076, 1.033]],
  "charge": -1,
  "largest_force_ev_per_a": 0.387,
  "homo_ev": -4.312
}

{
  "formula": "C4H10N3",
  "method": "wB97M-V/def2-TZVPD",
  "elements": ["C", "C", "C", "C", "N", "N", "N", "H", "H", "H", "H", "H", "H", "H", "H", "H", "H"],
  "xyz": [[-1.237, 0.345, 1.170], [-0.309, 0.546, -0.014], [-1.042, 1.034, 2.266], [0.596, -1.231, 0.291], [-0.814, 0.641, -1.268], [-0.172, 0.983, -2.339], [1.631, -1.534, -0.498], [-1.881, -0.424, 0.941], [0.597, 1.270, -0.011], [-1.693, 0.789, 3.030], [-0.310, 1.917, 2.184], [0.812, -1.367, 1.288], [-0.389, -1.774, 0.088], [0.850, 1.100, -2.432], [-0.715, 0.938, -3.181], [1.552, -1.705, -1.470], [2.524, -1.527, -0.046]],
  "charge": 1,
  "largest_force_ev_per_a": 4.694,
  "homo_ev": [-13.078, -13.079],
  "relative_energy_kcal_mol": 112.5
}

{
  "formula": "C51H46AsMoN6O5",
  "method": "wB97M-V/def2-TZVPD",
  "elements": ["Mo", "O", "C", "C", "C", "C", "C", "C", "C", "O", "N", "N", "C", "C", "C", "C", "C", "C", "C", "O", "H", "H", "H", "H", "H", "H", "H", "H", "H", "H", "C", "C", "C", "C", "C", "N", "C", "O", "N", "C", "C", "C", "C", "N", "C", "C", "C", "H", "H", "H", "H", "H", "H", "H", "H", "H", "H", "H", "H", "H", "O", "As", "C", "C", "C", "C", "C", "C", "C", "C", "C", "C", "C", "C", "C", "C", "C", "C", "C", "C", "H", "H", "H", "H", "H", "H", "H", "H", "H", "H", "H", "H", "H", "H", "H", "C", "C", "C", "C", "C", "C", "N", "H", "H", "H", "H", "H", "H", "H", "H"],
  "xyz": [[-0.168, 0.165, -0.279], [2.139, -1.638, 4.491], [3.031, -1.791, 3.513], [4.307, -2.221, 3.875], [5.275, -2.403, 2.917], [5.016, -2.161, 1.555], [3.775, -1.731, 1.181], [2.758, -1.534, 2.149], [1.474, -1.073, 1.734], [1.308, -0.707, 0.423], [0.439, -0.953, 2.492], [-0.643, -0.499, 1.750], [-1.774, -0.511, 2.371], [-3.041, -0.231, 1.760], [-4.228, -0.364, 2.480], [-5.443, -0.227, 1.835], [-5.482, 0.029, 0.464], [-4.312, 0.188, -0.266], [-3.120, 0.069, 0.406], [-1.926, 0.258, -0.255], [1.276, -1.370, 4.132], [4.504, -2.411, 4.922], [6.258, -2.742, 3.219], [5.792, -2.313, 0.817], [3.549, -1.548, 0.138], [-1.751, -0.830, 3.409], [-4.187, -0.574, 3.544], [-6.365, -0.323, 2.393], [-6.435, 0.111, -0.043], [-4.328, 0.411, -1.323], [-0.624, 11.539, 2.889], [-1.153, 10.154, 2.621], [-0.439, 9.235, 1.867], [-0.941, 7.965, 1.594], [-2.173, 7.588, 2.103], [-2.761, 6.308, 1.852], [-2.182, 5.106, 1.680], [-2.787, 4.121, 1.264], [-0.834, 5.064, 2.043], [0.057, 4.030, 1.820], [1.396, 4.177, 2.202], [2.287, 3.146, 1.992], [1.861, 1.976, 1.395], [0.585, 1.831, 1.031], [-0.302, 2.818, 1.236], [-2.904, 8.497, 2.856], [-2.400, 9.760, 3.103], [0.397, 11.656, 2.528], [-0.639, 11.765, 3.956], [-1.244, 12.289, 2.396], [0.524, 9.518, 1.460], [-0.382, 7.306, 0.938], [-3.767, 6.277, 1.782], [-0.474, 5.885, 2.510], [1.725, 5.098, 2.671], [3.323, 3.241, 2.286], [2.552, 1.167, 1.213], [-1.332, 2.652, 0.972], [-3.872, 8.210, 3.253], [-2.986, 10.457, 3.691], [0.039, -0.962, -1.754], [-0.277, -2.584, -2.370], [-1.067, -2.261, -4.050], [-1.934, -3.198, -4.602], [-2.396, -2.989, -5.892], [-1.987, -1.870, -6.605], [-1.119, -0.942, -6.040], [-0.645, -1.132, -4.751], [1.396, -3.451, -2.437], [2.523, -2.714, -2.795], [3.737, -3.371, -2.901], [3.810, -4.740, -2.665], [2.674, -5.466, -2.330], [1.451, -4.824, -2.210], [-1.399, -3.311, -1.025], [-0.795, -3.822, 0.125], [-1.601, -4.233, 1.177], [-2.987, -4.138, 1.069], [-3.578, -3.624, -0.079], [-2.784, -3.199, -1.136], [-2.240, -4.077, -4.050], [-3.073, -3.704, -6.342], [-2.345, -1.721, -7.615], [-0.807, -0.073, -6.604], [0.027, -0.413, -4.302], [2.450, -1.655, -3.007], [4.626, -2.821, -3.182], [4.762, -5.248, -2.756], [2.739, -6.534, -2.169], [0.563, -5.386, -1.954], [0.281, -3.918, 0.192], [-1.154, -4.651, 2.070], [-3.610, -4.489, 1.884], [-4.656, -3.569, -0.159], [-3.236, -2.801, -2.037], [-2.319, 2.631, -1.807], [-0.840, 2.646, -1.996], [-0.138, 3.508, -2.752], [1.250, 3.096, -2.775], [1.388, 1.989, -2.020], [2.645, 1.212, -1.758], [0.095, 1.654, -1.527], [-2.715, 3.554, -2.225], [-2.642, 2.604, -0.771], [-2.775, 1.805, -2.358], [-0.563, 4.346, -3.286], [2.050, 3.572, -3.326], [3.254, 1.204, -2.661], [2.466, 0.174, -1.485], [3.247, 1.668, -0.971]],
  "charge": 3,
  "largest_force_ev_per_a": 2.253,
  "homo_ev": -13.903,
  "relative_energy_kcal_mol": 0.0
}

{
  "formula": "C29H31N8O2PS2Yb",
  "method": "wB97M-V/def2-TZVPD",
  "elements": ["Yb", "C", "S", "C", "S", "N", "N", "C", "C", "C", "C", "C", "C", "N", "H", "H", "H", "H", "H", "H", "H", "H", "O", "C", "N", "C", "C", "O", "N", "C", "C", "C", "C", "C", "C", "C", "C", "C", "C", "C", "C", "H", "H", "H", "H", "H", "H", "H", "H", "H", "H", "H", "C", "N", "C", "N", "C", "N", "C", "P", "C", "C", "H", "H", "H", "H", "H", "H", "H", "H", "H", "H", "H", "H"],
  "xyz": [[1.322, 1.857, -0.086], [4.880, 3.820, 3.961], [5.158, 4.181, 2.207], [4.115, 3.143, 1.340], [2.839, 2.352, 2.140], [4.381, 3.122, 0.046], [3.534, 2.443, -0.779], [3.714, 2.425, -2.036], [2.809, 1.634, -2.906], [3.098, 1.506, -4.265], [2.240, 0.743, -5.079], [1.064, 0.364, -4.460], [0.828, 0.557, -3.151], [1.689, 1.196, -2.347], [5.764, 4.237, 4.457], [4.936, 2.720, 3.971], [3.919, 4.183, 4.327], [4.555, 2.910, -2.475], [4.024, 1.979, -4.607], [2.390, 0.553, -6.167], [0.283, -0.204, -4.958], [-0.022, 0.221, -2.580], [-0.634, 3.064, 0.092], [-1.374, 2.022, -0.045], [-2.676, 1.907, 0.067], [-3.109, 0.529, -0.241], [-1.745, -0.073, -0.609], [-1.533, -1.201, -0.951], [-0.782, 0.896, -0.467], [-3.626, -0.143, 1.030], [-3.728, 0.565, 2.247], [-4.297, 0.001, 3.374], [-4.653, -1.372, 3.327], [-4.596, -2.072, 2.158], [-4.007, -1.459, 1.072], [-4.037, 0.510, -1.425], [-5.389, 0.768, -1.265], [-6.240, 0.881, -2.408], [-5.719, 0.870, -3.698], [-4.311, 0.725, -3.865], [-3.474, 0.551, -2.741], [-3.303, 2.681, 0.178], [-3.400, 1.581, 2.318], [-4.373, 0.612, 4.276], [-5.179, -1.657, 4.272], [-4.929, -3.109, 2.013], [-4.015, -2.075, 0.117], [-5.878, 0.897, -0.283], [-7.309, 1.081, -2.281], [-6.417, 1.040, -4.530], [-3.907, 0.831, -4.868], [-2.421, 0.247, -2.901], [2.837, -2.802, 2.859], [1.421, -2.747, 2.609], [1.084, -3.719, 1.492], [1.915, -3.536, 0.285], [3.359, -3.567, 0.639], [3.746, -2.660, 1.707], [3.648, -1.279, 1.290], [1.900, -0.838, 0.686], [1.005, -1.357, 2.260], [1.567, -2.243, -0.434], [3.016, -3.779, 3.377], [3.078, -2.049, 3.547], [0.057, -3.595, 1.114], [1.239, -4.729, 1.870], [3.915, -3.310, -0.269], [3.685, -4.602, 0.837], [4.275, -1.091, 0.426], [3.921, -0.590, 2.063], [-0.075, -1.433, 2.171], [1.238, -0.719, 3.077], [2.183, -2.102, -1.350], [0.525, -2.292, -0.772]],
  "charge": 1,
  "s2": 0.75,
  "largest_force_ev_per_a": 3.565,
  "homo_ev": [-10.912, -10.913],
  "multiplicity": 2,
  "relative_energy_kcal_mol": 1.1
}